Entry 1:
Entry from the OMol25 dataset: a structure of composition C37H35Cr2N7O6 (the ωB97M-V functional and the def2-TZVPD basis).

Calculated values
2S+1: 9
Kohn-Sham gap (alpha / beta) in Eh: 0.195 / 0.205

```
87
Properties=species:S:1:pos:R:3:lowdin_spin:R:1
Cr -2.236 -0.828 -2.100 3.92
Cr 1.190 -0.770 -1.686 3.77
C 0.407 -2.307 -3.829 0.01
O 1.491 -1.726 -3.628 -0.01
O -0.376 -1.977 -2.947 0.03
O 0.294 -2.888 -4.917 0.00
C -0.730 -0.753 -0.007 0.02
O -1.479 -1.729 -0.185 0.06
O 0.475 -0.843 0.405 0.01
O -0.696 -0.019 -0.940 0.01
N 2.239 -3.026 -1.184 0.03
C 1.258 -3.933 -0.844 0.00
C 1.576 -5.284 -0.503 0.00
C 2.911 -5.670 -0.702 0.00
C 3.913 -4.801 -1.040 0.00
C 3.557 -3.441 -1.264 0.00
H 0.226 -3.676 -0.655 0.00
H 0.902 -5.944 0.023 0.00
H 3.183 -6.639 -0.309 0.00
H 4.860 -5.315 -1.121 0.00
H 4.434 -2.811 -1.239 0.00
N -3.052 -3.740 3.731 0.00
C -2.933 -4.915 4.463 0.00
C -2.141 -5.939 3.978 0.00
C -1.370 -5.695 2.846 0.00
C -1.427 -4.490 2.139 0.00
C -2.353 -3.569 2.570 0.00
H -3.321 -4.824 5.467 0.00
H -1.912 -6.825 4.553 0.00
H -0.724 -6.459 2.440 0.00
H -0.953 -4.380 1.175 0.00
H -2.491 -2.601 2.112 0.00
N -3.864 0.227 -0.885 0.01
C -4.264 -0.125 0.360 0.01
C -5.453 0.261 0.969 0.00
C -6.357 1.011 0.208 0.01
C -5.994 1.419 -1.068 0.00
C -4.729 1.089 -1.534 0.01
H -3.734 -0.837 0.976 0.00
H -5.733 0.022 1.985 0.00
H -7.355 1.230 0.556 0.00
H -6.721 1.927 -1.684 0.00
H -4.455 1.289 -2.559 0.01
N -1.081 3.981 0.195 0.00
C -1.229 4.917 1.086 0.00
C -2.479 5.507 1.413 0.00
C -3.647 4.977 0.793 0.00
C -3.450 3.899 -0.086 0.00
C -2.175 3.399 -0.287 0.00
H -0.284 5.237 1.500 0.00
H -2.667 6.367 2.039 0.00
H -4.635 5.299 1.088 0.00
H -4.249 3.400 -0.614 0.00
H -1.932 2.623 -0.998 0.00
N 1.438 1.503 -2.584 0.04
C 0.873 2.591 -1.925 0.01
C 0.638 3.825 -2.470 0.00
C 0.761 3.988 -3.815 0.00
C 1.425 2.981 -4.531 0.00
C 1.746 1.781 -3.897 0.01
H 0.713 2.451 -0.866 0.00
H 0.277 4.599 -1.810 0.00
H 0.559 4.821 -4.472 0.00
H 1.612 2.932 -5.593 0.00
H 2.240 0.945 -4.368 0.00
N 3.165 -0.069 -1.125 0.01
C 3.603 0.415 0.112 0.01
C 4.825 1.077 0.368 0.00
C 5.745 1.079 -0.672 0.01
C 5.468 0.334 -1.840 0.00
C 4.196 -0.064 -2.042 0.01
H 2.903 0.446 0.934 0.00
H 4.904 1.566 1.328 0.00
H 6.611 1.710 -0.534 0.00
H 6.174 0.260 -2.653 0.00
H 3.992 -0.554 -2.982 0.00
N 2.495 3.275 2.989 0.00
C 1.408 3.017 2.207 0.00
C 0.716 1.882 2.214 0.00
C 0.965 1.030 3.320 0.00
C 2.015 1.323 4.206 0.00
C 2.808 2.435 3.995 0.00
H 1.107 3.838 1.573 0.00
H -0.069 1.745 1.484 0.00
H 0.438 0.123 3.580 0.00
H 2.292 0.764 5.088 0.00
H 3.725 2.646 4.525 0.00
```

Entry 2:
Entry from the OMol25 dataset: a structure of composition C37H35F6N8PSTi (the ωB97M-V functional and the def2-TZVPD basis).

Calculated values
2S+1: 1
Kohn-Sham gap (alpha / beta) in Eh: 0.180 / 0.181

```
89
Properties=species:S:1:pos:R:3:lowdin_charge:R:1
Ti -0.599 -0.557 0.395 0.98
S 4.694 -5.398 -1.042 0.98
N 4.734 -4.049 -0.149 -0.22
C 3.609 -3.399 -0.379 -0.30
C 3.239 -2.114 0.198 -0.11
C 4.047 -1.352 0.982 -0.02
C 3.563 -0.102 1.460 -0.07
C 2.288 0.274 1.174 -0.14
N 1.442 -0.456 0.396 -0.05
C 1.931 -1.630 -0.150 -0.21
C 1.093 -2.283 -1.040 -0.22
N -0.150 -1.679 -1.266 -0.05
C -0.895 -2.220 -2.283 -0.18
C -0.517 -3.289 -3.028 -0.08
C 0.695 -3.982 -2.715 -0.03
C 1.477 -3.490 -1.720 -0.12
C 2.754 -4.065 -1.311 -0.30
N 3.257 -5.199 -1.760 -0.22
H 5.035 -1.707 1.244 0.11
H 4.174 0.523 2.095 0.10
H 1.856 1.168 1.598 0.07
H -1.855 -1.752 -2.455 0.10
H -1.179 -3.654 -3.799 0.10
H 0.979 -4.885 -3.239 0.11
C -1.706 1.973 2.538 -0.10
N -0.580 2.207 1.642 -0.27
C 0.481 2.878 2.373 -0.11
C -0.973 2.999 0.486 -0.20
C -1.986 2.274 -0.364 -0.28
C -2.920 3.016 -1.078 -0.06
C -3.901 2.387 -1.838 -0.10
C -3.972 1.004 -1.838 -0.09
C -3.039 0.268 -1.109 -0.13
C -2.004 0.871 -0.381 -0.19
H -2.129 2.927 2.893 0.10
H -1.370 1.385 3.392 0.06
H -2.485 1.409 2.027 0.09
H 0.136 3.826 2.818 0.09
H 1.314 3.108 1.706 0.08
H 0.837 2.232 3.177 0.09
H -0.062 3.184 -0.089 0.08
H -1.377 3.987 0.776 0.13
H -2.898 4.100 -1.021 0.11
H -4.626 2.976 -2.386 0.10
H -4.761 0.496 -2.379 0.10
H -3.157 -0.810 -1.089 0.07
F 1.679 -1.119 9.767 0.13
C 0.396 -1.133 9.366 -0.58
F -0.221 -0.107 9.993 0.13
F -0.158 -2.261 9.860 0.13
C 0.254 -1.044 7.877 -0.13
C 1.362 -0.901 7.057 -0.01
C 1.196 -0.806 5.685 -0.02
C -0.078 -0.858 5.116 -0.24
C -1.186 -1.011 5.957 -0.01
C -1.022 -1.101 7.325 -0.01
C -0.250 -0.750 3.700 -0.10
C -0.395 -0.656 2.494 -0.06
H 2.353 -0.862 7.489 0.12
H 2.054 -0.696 5.036 0.11
H -2.173 -1.063 5.516 0.12
H -1.883 -1.219 7.970 0.12
C 0.820 -0.412 -4.875 -0.10
N 2.163 0.027 -4.270 -0.06
C 2.656 1.257 -5.024 -0.13
N 1.684 2.293 -5.007 -0.15
C 0.436 1.808 -5.596 -0.17
N -0.108 0.662 -4.884 -0.13
C -0.563 1.012 -3.530 -0.29
P 0.781 1.625 -2.408 1.09
C 2.027 0.308 -2.802 -0.26
C 1.469 2.842 -3.655 -0.31
H 0.460 -1.247 -4.271 0.12
H 1.047 -0.740 -5.890 0.14
H 2.832 -0.733 -4.398 0.18
H 2.854 0.931 -6.046 0.14
H 3.582 1.572 -4.544 0.14
H 0.629 1.523 -6.633 0.13
H -0.296 2.613 -5.584 0.14
H -1.028 0.140 -3.074 0.05
H -1.336 1.781 -3.589 0.10
H 1.735 -0.622 -2.314 0.06
H 3.010 0.592 -2.418 0.11
H 2.416 3.246 -3.288 0.09
H 0.779 3.684 -3.737 0.09
F -1.096 -3.364 1.196 0.03
C -1.891 -2.315 0.813 -0.56
F -2.809 -2.165 1.807 0.03
F -2.645 -2.844 -0.229 -0.01
```

Entry 3:
Entry from the OMol25 dataset: a cluster of 3 separate species, C37H35NO7 in total (the ωB97M-V functional and the def2-TZVPD basis).

Calculated values
2S+1: 1
Kohn-Sham gap in Eh: 0.295

```
80
Properties=species:S:1:pos:R:3:lowdin_charge:R:1
O -6.347 -2.169 7.050 0.09
C -5.429 -2.373 6.265 -0.28
C -4.392 -3.380 6.571 -0.08
C -4.474 -4.120 7.757 0.01
C -3.521 -5.101 8.035 -0.06
C -2.487 -5.346 7.131 -0.06
C -2.394 -4.597 5.957 0.00
C -3.345 -3.607 5.680 -0.09
C -3.228 -2.808 4.444 -0.27
O -2.277 -2.970 3.688 0.08
C -4.274 -1.815 4.128 -0.08
C -4.192 -1.077 2.940 0.02
C -5.195 -0.161 2.617 -0.05
C -6.279 0.020 3.476 -0.05
C -6.355 -0.705 4.667 0.00
C -5.347 -1.621 4.997 -0.09
H -5.281 -3.939 8.465 0.12
H -3.588 -5.679 8.954 0.11
H -1.751 -6.119 7.341 0.11
H -1.581 -4.790 5.259 0.12
H -3.352 -1.216 2.263 0.11
H -5.131 0.409 1.693 0.10
H -7.065 0.727 3.219 0.11
H -7.203 -0.556 5.333 0.12
O 4.040 6.476 -5.547 0.10
C 3.934 5.525 -4.782 -0.28
C 2.823 5.468 -3.810 -0.08
C 1.874 6.498 -3.780 0.01
C 0.799 6.431 -2.892 -0.05
C 0.668 5.338 -2.035 -0.05
C 1.622 4.320 -2.051 0.00
C 2.705 4.388 -2.936 -0.08
C 3.719 3.314 -2.934 -0.28
O 3.645 2.393 -2.129 0.08
C 4.818 3.362 -3.918 -0.09
C 5.765 2.330 -3.949 0.01
C 6.788 2.349 -4.898 -0.06
C 6.868 3.394 -5.817 -0.05
C 5.934 4.431 -5.779 0.01
C 4.909 4.418 -4.824 -0.09
H 1.967 7.351 -4.449 0.12
H 0.061 7.229 -2.873 0.11
H -0.177 5.280 -1.352 0.11
H 1.516 3.472 -1.376 0.09
H 5.706 1.507 -3.238 0.12
H 7.521 1.544 -4.923 0.11
H 7.660 3.404 -6.563 0.11
H 6.005 5.246 -6.498 0.12
C -1.373 0.735 -1.941 -0.02
C -1.700 0.679 -0.336 -0.27
O -3.013 0.637 0.015 -0.06
O -0.725 0.623 0.763 -0.09
C 0.643 0.931 0.321 -0.18
C 1.422 -0.445 -0.224 -0.15
C 1.262 -1.673 0.868 -0.17
C -0.049 -2.621 0.527 -0.17
C 0.320 -4.027 -0.241 -0.21
O 1.271 -3.878 -1.365 -0.23
C 0.625 -3.241 -2.533 -0.19
C 1.855 -2.524 -3.396 -0.23
N 1.474 -1.176 -3.976 -0.05
H -0.404 1.321 -2.235 0.08
H -1.423 -0.352 -2.420 0.10
H -2.277 1.330 -2.444 0.11
H 1.232 1.292 1.295 0.15
H 0.727 1.824 -0.441 0.10
H 1.009 -0.689 -1.292 0.07
H 2.558 -0.162 -0.267 0.12
H 1.027 -1.156 1.914 0.12
H 2.264 -2.301 1.018 0.13
H -0.661 -2.934 1.503 0.12
H -0.793 -1.968 -0.125 0.10
H -0.679 -4.604 -0.546 0.14
H 0.852 -4.739 0.555 0.14
H -0.186 -2.439 -2.257 0.10
H 0.116 -4.057 -3.238 0.14
H 2.257 -3.271 -4.217 0.12
H 2.716 -2.325 -2.600 0.12
H 0.674 -0.730 -3.466 0.02
H 2.300 -0.541 -3.794 0.07
```

Number 1: E -4354.458900 a.u.. Number 2: E -4057.117109 a.u.. Number 3: E -2012.207112 a.u..